*1*
# C5H14NO2

A cluster of 2 separate species, C5H14NO2 in total (ωB97M-V/def2-TZVPD, the OMol25 dataset).

Atoms and positions in Å:
C1 -1.0354 -1.1077 -0.3124
O1 -2.0677 -1.9355 -0.5174
C2 0.3231 -1.5369 -0.9033
C3 1.5703 -0.7174 -0.5634
C4 1.4658 0.7964 -0.5879
C5 0.5921 2.7345 0.5164
N1 0.7584 1.3080 0.5709
H1 -0.8376 -0.8968 0.7908
H2 -1.2429 -0.0802 -0.7270
H3 0.5589 -2.5824 -0.6829
H4 0.1381 -1.5309 -1.9857
H5 2.3133 -0.9596 -1.3044
H6 2.0580 -1.0466 0.3538
H7 2.4671 1.2335 -0.5258
H8 1.0819 1.1582 -1.5531
H9 1.5913 3.1717 0.6436
H10 0.1902 3.1380 -0.4226
H11 0.0027 3.0875 1.3550
H12 -0.1206 0.8238 0.7098
H13 -2.9850 -1.2119 2.2842
H14 -3.1968 -2.0658 1.0126
O2 -3.6251 -1.7799 1.8489

Output
Multiplicity = 1
Charge = -1
HOMO energy = -2.9693 eV

=====

*2*
# C5H14NO2

A structure of composition C5H14NO2 (ωB97M-V/def2-TZVPD, the OMol25 dataset).

Atoms and positions in Å:
C1 0.9411 0.4088 2.4476
C2 1.7415 -0.6801 3.2334
C3 -0.0239 -0.3800 1.4975
N1 0.3218 -0.0236 0.0996
C4 -0.5883 1.0205 -0.5071
C5 -0.0779 1.2243 -2.0933
O1 -0.3877 0.2521 -2.9054
H1 1.5041 1.1301 1.9014
H2 0.4746 1.0664 3.1397
H3 0.9412 -1.2898 3.7999
H4 2.4064 -0.2418 3.7757
H5 2.1029 -1.4006 2.5292
H6 0.3244 -1.5238 1.5027
H7 -1.0346 -0.2429 1.7541
H8 0.3395 -0.9085 -0.4003
H9 -1.6582 0.7376 -0.5562
H10 -0.4856 1.8301 0.3323
H11 1.0294 1.4179 -2.1878
H12 -0.7646 2.0103 -2.3537
H13 -1.0983 -1.8551 -1.2366
H14 -1.1949 -0.5980 -2.3628
O2 -1.7491 -1.4431 -1.8200

Output
Multiplicity = 1
Charge = -1
HOMO energy = -3.3852 eV

=====

*3*
# C5H14NO2

A cluster of 2 separate species, C5H14NO2 in total (ωB97M-V/def2-TZVPD, the OMol25 dataset).

Atoms and positions in Å:
C1 -0.4021 -1.5825 1.1879
O1 0.1562 -0.6066 1.9868
C2 -1.0322 -1.0587 -0.1321
C3 -0.1101 -1.1292 -1.3596
C4 1.2642 -0.4759 -1.2062
C5 1.2334 1.0350 -0.9077
N1 0.2722 1.7417 -1.7173
H1 0.4040 -2.2726 0.8274
H2 -1.1959 -2.1444 1.7277
H3 -1.8913 -1.6952 -0.3980
H4 -1.4424 -0.0578 0.0414
H5 0.0206 -2.1534 -1.6915
H6 -0.6706 -0.6639 -2.1770
H7 1.7624 -0.5925 -2.1763
H8 1.8087 -0.9811 -0.4159
H9 1.1284 1.1479 0.1780
H10 2.2383 1.3863 -1.1616
H11 0.3301 2.7445 -1.6953
H12 -0.6573 1.3730 -1.5965
H13 -0.3364 1.2352 1.4565
H14 -1.3386 1.0207 2.4479
O2 -1.0796 1.7379 1.8481

Output
Multiplicity = 1
Charge = -1
HOMO energy = -2.8615 eV

=====

*4*
# C5H14NO2

A structure of composition C5H14NO2 (ωB97M-V/def2-TZVPD, the OMol25 dataset).

Atoms and positions in Å:
C1 -0.7076 -0.6188 2.4350
C2 -0.8264 0.3887 3.5667
C3 0.3446 -0.0098 1.5561
N1 -0.1519 0.1394 0.1918
C4 -0.0051 -0.9913 -0.7096
C5 -0.6610 -0.7856 -2.1565
O1 -0.2269 0.3547 -2.8909
H1 -1.5896 -0.8084 1.7854
H2 -0.4327 -1.6102 2.9539
H3 0.0649 0.9365 3.9878
H4 -1.4241 -0.0668 4.2136
H5 -1.4314 1.2768 3.2312
H6 0.8443 0.9872 1.9566
H7 1.2870 -0.5518 1.5862
H8 0.1055 1.0161 -0.3633
H9 1.0319 -1.0119 -0.9380
H10 -0.4884 -1.9793 -0.5093
H11 -1.7309 -0.6198 -1.7899
H12 -0.5014 -1.7686 -2.7743
H13 1.7776 2.0118 -1.5879
H14 0.9094 0.8084 -2.4673
O2 1.9487 1.2085 -1.9562

Output
Multiplicity = 1
Charge = -1
HOMO energy = -3.7691 eV

=====

Energies relative to the minimum, kJ/mol: *1* 8.5; *2* 186.8; *3* 0.0; *4* 180.1

=====

*1*
# C5H14NO2

A cluster of 2 separate species, C5H14NO2 in total (ωB97M-V/def2-TZVPD, the OMol25 dataset).

Atoms and positions in Å:
C1 -1.3398 0.9490 -2.7686
C2 -1.3379 0.5415 -1.2610
N1 -0.0709 0.0116 -0.8054
C3 0.2222 -1.2834 -1.4020
C4 0.0734 -0.0500 0.6460
C5 1.5260 -0.2326 1.2117
O1 1.4992 -0.1582 2.5541
H1 -1.5569 0.0395 -3.3197
H2 -0.3499 1.3640 -2.9522
H3 -2.1248 1.6831 -2.9300
H4 -1.5951 1.3790 -0.6074
H5 -2.1966 -0.1563 -1.1324
H6 -0.4858 -2.0541 -1.0730
H7 1.2544 -1.6092 -1.2897
H8 0.1272 -1.1488 -2.4833
H9 -0.3775 0.8232 1.1306
H10 -0.5380 -0.8603 1.0897
H11 2.1807 0.5244 0.6641
H12 1.9876 -1.1861 0.9027
H13 1.6382 0.4309 5.0080
H14 0.7811 0.5855 3.9184
O2 0.6832 0.4072 4.8994

Output
Multiplicity = 1
Charge = -1
HOMO energy = -2.9221 eV

=====

*2*
# C5H14NO2

A cluster of 2 separate species, C5H14NO2 in total (ωB97M-V/def2-TZVPD, the OMol25 dataset).

Atoms and positions in Å:
C1 2.8985 0.1287 -0.1011
N1 1.7725 -0.4197 -0.8876
C2 0.5882 -0.6553 -0.0275
C3 -0.0564 0.6282 0.4921
C4 -1.3093 0.3755 1.4461
O1 -2.2113 1.3557 1.3461
C5 -0.4066 -1.4315 -0.9026
H1 3.2864 -0.6468 0.5654
H2 2.5685 0.9763 0.4868
H3 3.6385 0.4319 -0.8411
H4 2.0059 -1.3245 -1.2465
H5 0.8600 -1.2462 0.8633
H6 0.6237 1.2277 1.1064
H7 -0.3989 1.3290 -0.2677
H8 -1.6106 -0.6888 1.3012
H9 -0.8977 0.3170 2.5141
H10 -1.2041 -1.9453 -0.3799
H11 0.1268 -2.2159 -1.4643
H12 -0.8047 -0.7574 -1.6604
H13 -3.2696 1.4433 -0.0149
H14 -2.6536 1.5745 -1.3520
O2 -3.5461 1.5436 -0.9759

Output
Multiplicity = 1
Charge = -1
HOMO energy = -2.9970 eV

=====

Energies relative to the minimum, kJ/mol: *1* 35.0; *2* 0.0

=====

*1*
# C3H13NO2

A cluster of 3 separate species, C3H13NO2 in total (ωB97M-V/def2-TZVPD, the OMol25 dataset).

Atoms and positions in Å:
C1 -0.8152 -0.5453 -1.4101
N1 -1.0383 0.0016 -0.0181
C2 -2.4012 -0.1101 0.3950
C3 -0.4161 1.3211 0.1589
H1 -0.9715 -1.6575 -1.2559
H2 -1.5008 -0.1391 -2.1763
H3 0.2212 -0.3866 -1.8290
H4 -2.3700 -0.2048 1.4087
H5 -2.8317 -1.0557 0.0480
H6 -3.0790 0.6386 0.0210
H7 -0.2900 1.5780 1.1971
H8 0.5035 1.5091 -0.3147
H9 -1.0813 2.0111 -0.2043
H10 3.1589 -0.3091 -0.0368
H11 4.5296 0.2486 0.1912
O1 4.0553 -0.2989 -0.4523
H12 0.8138 -0.3652 1.5211
H13 1.7842 -1.5986 1.2646
O2 1.7286 -0.6372 1.4918

Output
Multiplicity = 1
Charge = 0
HOMO energy = -8.7350 eV
SMILES string = CN(C)C.O.O

=====

*2*
# C3H13NO2

A cluster of 3 separate species, C3H13NO2 in total (ωB97M-V/def2-TZVPD, the OMol25 dataset).

Atoms and positions in Å:
C1 -2.0318 1.4888 -0.9767
C2 -0.8974 0.5236 -0.7717
C3 -1.3560 -0.9736 -0.9792
N1 0.3084 1.0852 -1.4106
H1 -2.7767 1.2725 -0.2203
H2 -1.5869 2.5407 -0.8769
H3 -2.2923 1.3693 -2.0850
H4 -0.6634 0.6292 0.3606
H5 -0.5990 -1.6406 -0.5322
H6 -2.2962 -1.1956 -0.5750
H7 -1.2659 -1.3311 -2.0175
H8 0.3937 2.1264 -1.4997
H9 0.5582 0.6179 -2.3402
H10 0.6596 -1.8118 3.4202
H11 1.5617 -0.9076 2.7709
O1 1.4202 -1.2988 3.6399
H12 2.6186 -0.9672 -0.4740
H13 1.5144 0.0003 -0.4472
O2 2.0456 -0.5178 0.2045

Output
Multiplicity = 1
Charge = 0
HOMO energy = -9.5707 eV
SMILES string = CC(C)N.O.O

=====

*3*
# C3H13NO2

A cluster of 3 separate species, C3H13NO2 in total (ωB97M-V/def2-TZVPD, the OMol25 dataset).

Atoms and positions in Å:
C1 0.4834 -0.0657 0.3124
N1 -0.8967 0.2543 0.5434
C2 -1.8374 -0.4096 -0.3296
C3 -1.1178 1.6994 0.3378
H1 0.5688 -1.1036 -0.0315
H2 0.9318 0.5342 -0.4878
H3 1.1781 -0.0959 1.1537
H4 -2.8473 -0.0260 -0.2137
H5 -1.8466 -1.4943 -0.2170
H6 -1.6249 -0.2185 -1.4037
H7 -2.1390 2.0787 0.3694
H8 -0.4742 2.2914 0.9788
H9 -0.9052 1.9164 -0.7270
H10 4.5055 -2.0789 -2.4394
H11 4.3145 -1.6922 -3.8678
O1 5.0087 -1.9249 -3.2395
H12 -0.6650 0.0891 3.7577
H13 -1.1718 0.0679 2.2890
O2 -1.4650 0.1782 3.2146

Output
Multiplicity = 1
Charge = 0
HOMO energy = -9.3069 eV
SMILES string = CN(C)C.O.O

=====

*4*
# C3H13NO2

A cluster of 3 separate species, C3H13NO2 in total (ωB97M-V/def2-TZVPD, the OMol25 dataset).

Atoms and positions in Å:
C1 0.4835 -1.0177 -0.7418
C2 1.2275 0.3125 -0.4142
C3 2.7302 0.0625 0.0910
N1 -0.9958 -0.8719 -0.5776
H1 0.7831 -1.3121 -1.7573
H2 0.8210 -1.8288 -0.1080
H3 1.2370 0.8984 -1.3422
H4 0.4339 0.8340 0.1439
H5 3.3661 0.7185 -0.5104
H6 2.7537 0.2149 1.1978
H7 2.9767 -0.9808 -0.1396
H8 -1.4428 -1.6925 -1.0099
H9 -1.3828 0.0204 -0.9500
H10 -1.3680 -0.0373 2.7224
H11 -1.0525 -0.3140 1.2264
O1 -1.3959 0.3426 1.8840
H12 -3.7108 1.7550 -0.1577
H13 -2.6219 1.2696 0.6783
O2 -2.8421 1.6266 -0.2353

Output
Multiplicity = 1
Charge = 0
HOMO energy = -9.5497 eV
SMILES string = CCCN.O.O

=====

Energies relative to the minimum, kJ/mol: *1* 55.1; *2* 23.1; *3* 30.0; *4* 0.0

=====

*1*
# C19H28N2O4S

An isolated molecule of C19H28N2O4S (ωB97M-V/def2-TZVPD, the OMol25 dataset).

Atoms and positions in Å:
C1 -6.1570 -1.3377 4.5480
H1 -5.6223 -2.2259 4.1978
O1 -5.3209 -0.2027 4.5597
C2 -4.7908 0.2342 3.3939
C3 -3.9829 1.3737 3.4849
C4 -3.3935 1.9005 2.3560
C5 -3.6036 1.2932 1.1298
C6 -4.3992 0.1712 1.0235
C7 -4.9969 -0.3646 2.1509
H2 -5.6193 -1.2393 2.0523
H3 -4.5500 -0.2680 0.0507
S1 -2.8429 1.9406 -0.3485
O2 -3.8075 1.9738 -1.4084
O3 -2.1563 3.1611 -0.0221
N1 -1.7807 0.6804 -0.7003
C8 -1.4453 0.5354 -2.1016
C9 -0.3715 1.5295 -2.5479
H4 -0.7830 2.5367 -2.4685
H5 -0.1022 1.3419 -3.5884
C10 0.8706 1.4408 -1.6566
N2 1.5825 0.1984 -1.8754
C11 2.9306 0.1346 -1.9902
O4 3.6266 1.1264 -2.0007
C12 3.4509 -1.2959 -2.1360
C13 4.9434 -1.3203 -2.4783
C14 5.8057 -0.8562 -1.3073
C15 5.5195 -1.6794 -0.0565
C16 4.0392 -1.5904 0.2978
C17 3.1929 -2.1096 -0.8602
H6 2.1343 -2.0798 -0.5887
H7 3.4541 -3.1533 -1.0545
H8 3.7784 -0.5493 0.5001
H9 3.8297 -2.1739 1.1977
H10 6.1243 -1.3138 0.7756
H11 5.7877 -2.7248 -0.2323
H12 5.5915 0.1937 -1.1097
H13 6.8598 -0.9425 -1.5787
H14 5.1229 -0.6719 -3.3373
H15 5.2210 -2.3408 -2.7556
H16 2.8929 -1.7520 -2.9643
H17 1.0447 -0.6519 -1.8636
C18 0.4612 1.6046 -0.1866
C19 -0.6412 0.6143 0.1900
H18 -0.2631 -0.4145 0.1729
H19 -1.0106 0.8230 1.1963
H20 0.0810 2.6156 -0.0407
H21 1.3288 1.4559 0.4578
H22 1.5819 2.2313 -1.9209
H23 -1.1236 -0.4995 -2.2652
H24 -2.3693 0.7029 -2.6561
H25 -2.7752 2.7831 2.4004
H26 -3.8411 1.8231 4.4546
H27 -7.0440 -1.1760 3.9284
H28 -6.4625 -1.4861 5.5822

Output
Multiplicity = 1
Charge = 0
HOMO energy = -9.0309 eV
SMILES string = COc1ccc(S(=O)(=O)N2CCC(NC(=O)C3CCCCC3)CC2)cc1

=====

*2*
# C19H28N2O4S

An isolated molecule of C19H28N2O4S (ωB97M-V/def2-TZVPD, the OMol25 dataset).

Atoms and positions in Å:
C1 -3.3725 -1.8435 2.1604
H1 -3.8636 -1.4666 2.8976
H2 -2.3976 -1.1106 1.9129
C2 -4.2000 -1.9436 0.7700
C3 -3.4028 -2.6369 -0.5155
H3 -2.6025 -1.9289 -0.4747
H4 -3.1937 -3.6031 0.0157
H5 -4.0366 -2.4461 -1.4004
H6 -5.1565 -2.5569 0.8777
C4 -4.8061 -0.5842 0.4302
N1 -3.9078 0.5976 -0.0042
C5 -3.9505 0.9850 -1.3731
O1 -4.6945 0.5114 -2.2047
C6 -2.6310 1.8732 -1.5690
H7 -2.2982 1.4994 -2.7310
H8 -3.0528 2.7990 -1.5127
O2 -1.5614 1.4903 -0.6109
C7 -0.9047 2.6934 -0.2972
O3 -0.9835 3.9371 -0.9252
C8 0.1852 2.5215 0.7069
C9 0.9020 3.5784 0.9229
C10 1.8665 3.5481 2.0684
C11 2.2916 2.3089 2.4596
C12 1.5242 1.1319 2.1679
C13 0.5421 1.3712 0.8388
S1 -0.2782 -0.1849 0.5187
C14 0.5166 -1.8199 1.2643
H9 -0.0516 -2.3290 0.9088
C15 1.8617 -1.8357 0.8879
O4 2.8832 -2.0820 1.6139
N2 2.0888 -1.5678 -0.6041
H10 1.2384 -1.4605 -1.2350
C16 3.3827 -1.7106 -1.2082
H11 4.0776 -2.0840 -0.4816
H12 3.3024 -2.6521 -1.9342
C17 3.7352 -0.2487 -1.9312
C18 5.0240 -0.6273 -2.9128
H13 4.9132 -1.4331 -3.1852
H14 5.2236 0.3165 -3.2725
H15 5.6975 -0.7240 -1.9611
C19 3.8845 0.6389 -0.8313
H16 4.4331 0.5875 -0.0091
H17 3.9663 1.5876 -1.4893
H18 2.8147 0.7416 -0.4449
H19 2.7832 -0.1769 -2.7541
H20 0.6334 -1.6488 2.3419
H21 1.9528 0.0122 2.4322
H22 3.2362 1.9218 3.1477
H23 2.5717 4.4107 2.1263
H24 0.5416 4.6109 0.6585
H25 -3.0152 0.6054 0.5120
H26 -5.5414 -0.5964 -0.4267
H27 -5.1689 -0.0579 1.2137
H28 -3.0026 -2.9192 2.4453

Output
Multiplicity = 1
Charge = 0
HOMO energy = -8.6109 eV
SMILES string = CC(C)CNC(=O)COC(=O)c1ccccc1SCC(=O)NCC(C)C

=====

Energies relative to the minimum, kJ/mol: *1* 0.0; *2* 1606.4

=====

*1*
# C4H7O3

A cluster of 2 separate species, C4H7O3 in total (ωB97M-V/def2-TZVPD, the OMol25 dataset).

Atoms and positions in Å:
O1 -0.1282 -1.7075 0.5816
C1 -0.3197 -1.1437 1.6941
O2 -0.7624 0.0649 1.9321
H1 0.0287 -1.7393 2.5573
C2 1.3578 1.3506 -0.4268
C3 0.2900 0.7884 -1.0052
O3 -0.9514 0.9732 -0.5379
C4 0.4497 -0.2152 -2.1143
H2 2.3420 1.2497 -0.8551
H3 1.1957 1.9555 0.4849
H4 -0.8413 0.6127 0.4142
H5 1.5097 -0.4645 -2.2868
H6 -0.1904 -1.0853 -1.9343
H7 0.0248 0.1470 -3.0738

Output
Multiplicity = 1
Charge = -1
HOMO energy = -4.4752 eV

=====

*2*
# C4H7O3

A structure of composition C4H7O3 (ωB97M-V/def2-TZVPD, the OMol25 dataset).

Atoms and positions in Å:
C1 -0.7025 0.9491 1.5462
O1 -2.0055 1.1239 1.5100
C2 -0.0229 0.1046 2.4424
C3 -0.1305 -0.0760 0.5066
C4 0.8103 -0.6791 -3.4473
O2 1.5047 -1.0861 -4.3941
O3 0.9804 -0.7033 -2.2091
H1 -0.2892 1.9683 1.4058
H2 0.9172 0.0648 0.2544
H3 -0.5159 -0.6956 2.9902
H4 0.9443 0.4408 2.8209
H5 -0.4630 -1.1100 0.6827
H6 -0.7764 0.0613 -0.3783
H7 -0.2509 -0.3625 -3.7303

Output
Multiplicity = 1
Charge = -1
HOMO energy = -4.0945 eV

=====

Energies relative to the minimum, kJ/mol: *1* 0.0; *2* 396.6

=====

*1*
# C4H7O3

A cluster of 2 separate species, C4H7O3 in total (ωB97M-V/def2-TZVPD, the OMol25 dataset).

Atoms and positions in Å:
C1 -1.3341 -0.9804 -1.1626
O1 -2.1487 -1.9742 -1.0953
C2 -1.2755 0.0773 -0.2364
C3 0.0715 -1.1404 -0.2261
C4 1.8088 1.8553 1.3589
O2 1.7980 0.9883 2.2393
O3 0.8637 2.1776 0.5921
H1 -1.0479 -0.7808 -2.2026
H2 0.4584 -0.9839 0.7876
H3 -2.1304 0.1244 0.4377
H4 -0.9314 1.0988 -0.3728
H5 0.2741 -2.1949 -0.4163
H6 0.8471 -0.6820 -0.8493
H7 2.7464 2.4150 1.1457

Output
Multiplicity = 1
Charge = -1
HOMO energy = -4.5418 eV

=====

*2*
# C4H7O3

A cluster of 2 separate species, C4H7O3 in total (ωB97M-V/def2-TZVPD, the OMol25 dataset).

Atoms and positions in Å:
C1 4.3487 0.1484 0.0567
C2 -0.9958 -1.0227 -0.3390
C3 0.0772 1.0107 0.7138
C4 0.2638 -0.4768 0.3763
O1 4.3982 0.9993 0.8562
O2 4.5402 -0.5376 -0.9052
O3 0.0385 1.8636 -0.5369
H1 -1.7171 -1.4491 0.3905
H2 -1.4099 -0.3023 -1.0343
H3 -0.6827 -1.8322 -0.8329
H4 -0.8194 1.3024 1.1930
H5 0.8830 1.4136 1.3482
H6 1.1268 -0.4586 -0.2795
H7 0.1801 1.1601 -1.3377

Output
Multiplicity = 1
Charge = -1
HOMO energy = -1.2100 eV

=====

Energies relative to the minimum, kJ/mol: *1* 26.1; *2* 0.0